A cluster of 3 separate species, C26H29F2INO7S2 in total at a distorted geometry, computed with wB97M-V/def2-TZVPD.

XYZ file:
```
68
Properties=species:S:1:pos:R:3:forces:R:3
C 0.26612 3.11422 0.73575 0.149 -1.160 0.023
C 0.00525 1.74766 0.00249 0.957 -0.016 -0.761
C -0.74097 1.88852 -1.39394 -0.414 -1.112 0.453
C -2.11602 1.08508 -1.41539 0.287 2.635 -0.337
O -1.94134 -0.25346 -2.01310 0.778 -0.819 2.097
C -1.79160 -1.15811 -1.01063 -2.207 0.293 -0.389
C -2.97704 -1.65218 -0.35732 1.599 -2.306 1.439
S -4.64122 -1.08080 -0.80555 0.951 0.272 -0.218
C -2.75590 -2.66606 0.72083 0.645 0.308 -0.292
I -4.48586 -3.46250 1.66472 0.887 0.361 -0.448
C -1.40687 -3.10168 1.11841 -0.352 1.991 -3.531
S -0.98801 -4.26551 2.42290 1.538 0.460 4.294
O -0.02995 -3.58733 3.27716 -0.280 -0.604 -2.240
O -2.07676 -4.75318 3.21895 0.119 -0.418 -2.501
F -0.18975 -5.47996 1.68128 -1.526 1.682 0.438
C -0.28564 -2.51714 0.36080 0.669 -0.847 0.903
C 1.20984 -2.87705 0.58821 1.344 -0.228 0.065
C 2.03594 -1.63191 1.16633 -0.788 -0.839 0.811
C 1.89158 -3.51282 -0.73571 -0.833 1.271 -0.607
C 3.03375 -2.63682 -1.35812 1.186 -1.008 -0.770
C 4.46474 -2.88130 -0.68632 -0.570 0.492 -0.076
N -0.52427 -1.58357 -0.62732 -2.395 -0.793 1.033
F 0.48341 -1.00887 -1.30346 -0.108 -0.477 0.292
H 0.81856 2.87354 1.68501 -0.718 0.470 -0.727
H 0.96621 3.72627 0.11396 -0.865 -0.283 0.460
H -0.70849 3.61781 0.93948 0.954 -0.114 -0.071
H -0.50024 0.98239 0.65876 0.258 0.908 -0.453
H 1.01867 1.30862 -0.23166 -0.922 0.389 0.399
H -0.92505 2.96343 -1.65820 0.119 -1.026 0.269
H -0.12286 1.40449 -2.20029 -0.548 0.776 0.630
H -2.56362 1.04582 -0.38910 0.364 -0.329 -0.833
H -2.82976 1.65986 -2.05749 0.480 -0.980 0.308
H -5.42679 -2.19783 -0.92813 1.046 0.110 0.237
H 1.34371 -3.67147 1.36790 -0.790 0.983 -0.707
H 1.53643 -1.34779 2.13669 0.444 0.058 -1.059
H 2.10143 -0.78209 0.45319 0.117 -0.633 0.750
H 3.04072 -2.02463 1.47543 -0.877 0.579 -0.617
H 2.26521 -4.54703 -0.54507 -0.393 0.865 0.006
H 1.06826 -3.56974 -1.50468 0.846 -0.313 0.585
H 2.81704 -1.54699 -1.43215 -0.010 -0.910 0.262
H 3.15978 -2.99442 -2.42139 -0.363 0.459 0.951
H 4.98916 -1.89497 -0.56054 -0.462 -1.034 0.065
H 5.11490 -3.54074 -1.31705 -0.700 0.497 0.611
H 4.30521 -3.35790 0.31121 0.462 0.377 -0.721
C -6.81870 1.84503 0.27599 -0.177 -0.084 -0.070
C -8.10939 1.57407 0.09556 0.229 -0.099 -0.052
C -9.16362 2.44884 0.66153 -0.313 0.015 0.007
O -10.33894 2.20172 0.49944 0.157 -0.011 -0.001
C -8.72440 3.63501 1.43296 0.167 0.122 0.079
C -7.43211 3.90439 1.61238 -0.165 0.046 0.033
C -6.38056 3.03018 1.04674 0.191 0.117 0.071
O -5.20008 3.27385 1.20662 -0.060 -0.101 -0.067
H -6.03461 1.21855 -0.12785 0.020 0.059 0.027
H -8.44740 0.71189 -0.46605 -0.068 0.030 0.006
H -9.50742 4.26306 1.83836 -0.028 -0.035 -0.024
H -7.09347 4.76604 2.17367 0.040 -0.020 -0.015
C 6.91916 2.91283 -1.62779 -0.240 0.023 -0.010
C 5.83642 2.32433 -1.12366 0.056 0.104 -0.084
C 5.94614 1.14106 -0.24135 -0.082 -0.033 0.072
O 4.95627 0.60138 0.21814 -0.015 -0.005 -0.085
C 7.30449 0.63725 0.06115 0.142 -0.020 -0.003
C 8.38837 1.22471 -0.44227 -0.072 -0.174 0.127
C 8.27974 2.40921 -1.32563 0.253 0.122 -0.094
O 9.26489 2.94613 -1.78300 -0.131 -0.064 0.047
H 6.85831 3.77844 -2.27525 0.053 -0.003 0.003
H 4.83512 2.67937 -1.33332 -0.006 -0.024 0.026
H 7.36461 -0.22844 0.70886 -0.037 0.008 0.007
H 9.38921 0.86922 -0.23211 0.009 0.042 -0.028
```
Forces are in eV/Å.

The gap between HOMO and LUMO comes out at 0.2660 Ha. As for the charge: +1. The strongest force on any atom comes out at 4.585 eV/Å. For the HOMO energy, the calculation gives -12.108 eV. Its total energy is -2882.8401 a.u. For the energy above the lowest of the compared OMol25 structures with the same formula, charge and spin, the calculation gives 266.76 kJ/mol. Its lowest unoccupied orbital energy is -4.9 eV.

Charges in e, computed with Mulliken, in the same order as the atoms: -1.37 0.15 -0.65 -0.57 -0.45 0.04 0.25 -0.20 -0.11 0.28 0.11 1.25 -0.52 -0.53 -0.22 -0.69 0.51 -1.39 -0.87 -0.22 -0.94 0.66 -0.09 0.37 0.33 0.34 0.23 -0.08 0.49 0.22 0.47 0.33 0.25 0.85 0.44 0.13 0.37 0.34 0.26 0.04 0.54 0.01 0.35 0.34 0.17 -0.24 0.27 -0.52 -0.39 -0.39 0.37 -0.55 0.01 0.41 0.42 0.42 -0.36 -0.39 0.41 -0.51 -0.23 -0.37 0.30 -0.52 0.40 0.43 0.42 0.41